(1)
Molecular formula: C15H48O15
Method: DFT, wB97M-V/def2-TZVPD

The geometry in XYZ format:
```
78
C15H48O15 | the OMol25 dataset | wB97M-V/def2-TZVPD
O -2.13565 -0.56568 2.70608
C -0.92080 -0.82397 3.44316
C -1.22757 -1.22480 4.87691
O -1.95213 -2.50878 4.83260
H -2.76248 -1.26314 2.95895
H -0.34932 -1.63551 2.95025
H -0.28028 0.05869 3.39541
H -1.83576 -0.41799 5.34151
H -0.30943 -1.28878 5.49262
H -2.47586 -2.62299 5.63300
O -3.62142 3.49474 1.05893
C -2.78598 3.05539 2.10537
C -1.35839 2.71180 1.72596
O -1.20323 1.53049 0.93467
H -3.70184 2.86867 0.27064
H -2.71569 3.89608 2.81480
H -3.23599 2.21395 2.67324
H -0.74274 2.59394 2.62459
H -0.97946 3.52994 1.10808
H -1.66501 0.79355 1.42311
O 0.08746 -5.66493 3.86184
C 0.04505 -5.20148 2.51559
C 1.32509 -4.52286 2.05109
O 1.36548 -3.12811 2.41422
H -0.06302 -4.90576 4.44677
H -0.09612 -6.09566 1.88169
H -0.79268 -4.53352 2.30781
H 1.42201 -4.63232 0.95444
H 2.17240 -5.05903 2.49740
H 1.67537 -2.57824 1.63774
O -0.51643 -0.14814 -1.33753
C 0.29174 -1.05723 -0.62540
C 1.48000 -0.37763 0.01916
O 2.39471 -1.38838 0.44599
H -1.07760 0.25923 -0.61828
H -0.30806 -1.63021 0.11401
H 0.64625 -1.88183 -1.27881
H 1.14239 0.25862 0.86023
H 1.98001 0.33277 -0.65629
H 3.27366 -0.98490 0.42044
O 0.13699 -1.30372 -5.54708
C -0.52941 -1.03481 -4.33727
C -1.99970 -0.83821 -4.54714
O -2.60813 -1.87238 -5.30777
H 0.19512 -2.25371 -5.62831
H -0.37855 -1.93044 -3.71814
H -0.08692 -0.16567 -3.89029
H -2.20094 0.11221 -5.04091
H -2.45994 -0.77663 -3.54927
H -2.56007 -2.69246 -4.80201
O -2.23715 3.73830 -3.59779
C -0.94405 3.78795 -3.36502
C -0.66860 4.79981 -2.29071
O -0.92224 6.13518 -2.69868
H -2.47403 4.29822 -4.33916
H -0.65685 2.80749 -2.98648
H -0.37293 3.99126 -4.27606
H 0.35911 4.73821 -1.93421
H -1.30984 4.55659 -1.41697
H -1.86054 6.30466 -2.60733
C 6.59323 -0.76401 -1.36111
O 5.36650 -1.46102 -1.18174
H 7.02227 -0.59867 -0.37812
H 7.31349 -1.36580 -1.93147
H 6.44883 0.19595 -1.86238
H 4.90506 -1.45961 -2.02567
C -4.89243 1.97993 -2.15372
O -3.70701 2.28338 -1.45924
H -5.67013 1.72348 -1.44219
H -5.26363 2.85138 -2.73445
H -4.78264 1.16966 -2.88101
H -2.99823 2.46796 -2.10061
C 5.15196 -0.29937 2.88919
O 6.55582 -0.05628 3.31161
H 4.91279 0.33386 2.00703
H 4.98941 -1.32331 2.52474
H 4.45727 -0.05102 3.68629
H 6.98741 0.51570 2.69146
```

Computed properties:
LUMO level (eV): 0.31
Kohn-Sham gap (eV): 10.0366
Energy relative to the best compared isomer or geometry (same formula, charge and spin) (kJ/mol): 85.61
HOMO energy (eV): -9.725
SMILES: OCCO.OCCO.OCCO.OCCO.OCCO.OCCO.CO.CO.CO


(2)
Molecular formula: C15H48O9
Method: DFT, wB97M-V/def2-TZVPD

The geometry in XYZ format:
```
72
C15H48O9 | the OMol25 dataset | wB97M-V/def2-TZVPD
C 11.29592 -6.12255 -18.69638
C 12.74218 -6.18381 -19.10770
C 13.29348 -4.89596 -19.81542
O 13.51677 -6.61129 -17.93799
H 10.93198 -5.08682 -18.69217
H 11.18151 -6.54189 -17.70021
H 10.64092 -6.62084 -19.41393
H 12.80330 -7.04114 -19.81034
H 14.38016 -4.88145 -19.66755
H 12.81290 -3.95893 -19.57145
H 13.17226 -5.07924 -20.89414
H 14.43636 -6.79528 -18.24482
C 19.43588 -6.20337 -19.60795
C 20.15339 -6.66776 -18.47007
C 21.39192 -5.78389 -18.21407
O 19.27994 -6.71064 -17.32855
H 19.09802 -5.18085 -19.39891
H 18.58569 -6.80138 -19.89225
H 20.13034 -6.10738 -20.44270
H 20.57554 -7.67291 -18.64815
H 22.00297 -5.61979 -19.11278
H 22.10396 -6.27893 -17.51481
H 21.20526 -4.83730 -17.68824
H 19.82857 -7.00234 -16.58986
C 14.33998 0.79493 -18.39525
C 14.99448 -0.25377 -17.56596
C 14.54016 -1.66625 -17.90048
O 16.42822 -0.20157 -17.59139
H 14.65732 0.68332 -19.44403
H 14.60835 1.78329 -18.03003
H 13.25397 0.70068 -18.41402
H 14.70930 -0.07119 -16.52252
H 15.00642 -2.01426 -18.81643
H 13.45579 -1.63336 -17.98773
H 14.79851 -2.23047 -17.00964
H 16.68629 -0.52678 -18.48036
C 16.12148 -4.37185 -22.03115
C 16.66857 -3.68921 -23.22855
C 17.99253 -4.28594 -23.61171
O 15.69060 -3.93520 -24.30275
H 16.59256 -3.97848 -21.12276
H 16.17860 -5.44643 -22.14200
H 15.09349 -4.02022 -21.92223
H 16.79059 -2.63147 -22.97116
H 18.72417 -4.22109 -22.79567
H 18.39819 -3.83621 -24.52203
H 17.90289 -5.36517 -23.80360
H 15.79957 -3.26280 -24.99502
C 19.50938 -0.28542 -17.84259
C 19.93285 -1.44928 -18.73814
C 20.91136 -2.42068 -18.06729
O 18.73650 -2.14647 -19.28031
H 18.88244 -0.63390 -17.01049
H 18.94019 0.46822 -18.38010
H 20.38285 0.17786 -17.36913
H 20.38746 -1.01680 -19.64668
H 21.29028 -3.13993 -18.79654
H 20.42666 -2.96466 -17.25017
H 21.78160 -1.88711 -17.67474
H 18.30829 -2.67339 -18.57092
O 16.91848 -1.67192 -14.96189
H 15.97271 -1.66182 -14.75425
H 16.97792 -1.45545 -15.91943
O 16.37323 -6.68555 -18.30826
H 16.78364 -7.08581 -17.50687
H 16.50552 -7.34009 -19.01618
O 17.09173 -5.72050 -15.39519
H 18.00227 -6.04876 -15.40875
H 17.17371 -4.78910 -15.68007
O 16.95454 -3.73138 -17.64597
H 16.77612 -4.68395 -17.80645
H 16.12147 -3.37827 -17.28424
```

Computed properties:
LUMO level (eV): 0.35
Kohn-Sham gap (eV): 9.9896
Energy relative to the best compared isomer or geometry (same formula, charge and spin) (kJ/mol): 147.94
HOMO energy (eV): -9.643
SMILES: CC(C)O.CC(C)O.CC(C)O.CC(C)O.CC(C)O.O.O.O.O


(3)
Molecular formula: C15H49ClNO13
Method: DFT, wB97M-V/def2-TZVPD

The geometry in XYZ format:
```
79
C15H49ClNO13 | the OMol25 dataset | wB97M-V/def2-TZVPD
Cl 11.71818 11.45529 9.65039
O 10.68584 11.17691 10.69506
O 11.82133 10.28766 8.78817
O 11.45930 12.69996 8.97930
O 13.00463 11.61027 10.31993
C 15.18740 9.60273 7.26898
O 15.96992 9.16340 8.40729
H 14.15895 9.74116 7.68173
H 15.64300 10.47694 6.85055
H 15.14801 8.83449 6.51534
H 15.33286 8.72341 9.00416
C 12.23620 13.17789 13.49266
O 11.47243 11.97727 13.46564
H 11.57231 14.04729 13.32288
H 12.56334 13.29807 14.54609
H 13.12519 13.22183 12.89416
H 11.19520 11.75388 12.54379
C 8.45879 11.42625 7.58167
O 8.33007 11.42531 9.04680
H 8.71290 10.50093 7.11116
H 7.53000 11.79298 7.22825
H 9.27604 12.07757 7.26090
H 9.16078 11.10042 9.40364
C 12.38148 15.78188 9.74725
O 13.40859 15.63136 10.73361
H 11.92794 16.78411 9.87765
H 12.84234 15.78542 8.79984
H 11.54733 15.08844 9.88397
H 13.32227 14.69434 10.96397
C 8.57068 14.40456 10.21956
O 7.34268 13.85546 9.74550
H 8.89631 13.97447 11.18387
H 9.43788 14.13647 9.55601
H 8.43216 15.45142 10.35372
H 7.48086 12.91943 9.60135
C 20.18897 11.82859 12.33298
C 18.99140 10.83606 12.28095
C 17.69127 11.59488 12.54192
O 16.57222 10.80309 12.67036
C 15.28687 11.44369 12.63814
N 18.95721 10.05438 11.01815
H 19.94357 12.73608 11.79748
H 21.11823 11.42924 11.97856
H 20.34005 12.06108 13.38139
H 19.04236 10.19819 13.14800
H 17.51440 12.32634 11.73186
H 17.88528 12.21648 13.49241
H 15.31659 12.43471 13.19320
H 14.56627 10.78907 13.14250
H 14.85184 11.59641 11.63369
H 18.19207 10.34107 10.37656
H 18.70052 9.09976 11.13496
C 10.10988 7.95846 5.27263
C 11.10978 7.58594 6.32963
O 12.04541 6.48937 5.97081
H 10.56243 8.14733 4.33093
H 9.51779 8.83201 5.60385
H 9.43308 7.16705 5.07183
H 10.68609 7.22239 7.22581
H 11.84995 8.33697 6.54993
H 11.93678 5.80556 6.64325
C 15.57748 14.13642 7.47725
C 15.48214 13.36234 8.74239
O 16.73966 12.78891 9.00211
H 16.01135 13.54934 6.67872
H 16.28098 14.97327 7.46916
H 14.62800 14.53690 7.17863
H 14.70509 12.60803 8.71952
H 15.21407 13.98821 9.59665
H 16.65383 12.11966 9.69694
C 12.58048 7.72227 12.06527
C 13.04612 7.02749 10.75564
O 13.10171 7.86597 9.61180
H 13.26850 8.50604 12.35606
H 12.67764 7.07628 12.91915
H 11.60493 8.17115 11.96712
H 12.40744 6.22342 10.45619
H 14.04843 6.73131 11.01761
H 12.82267 8.74385 9.76351
```

Computed properties:
Charge: -1
LUMO level (eV): 2.66
Kohn-Sham gap (eV): 9.8371
HOMO energy (eV): -7.176


(4)
Molecular formula: C15H50MnO15
Method: DFT, wB97M-V/def2-TZVPD

The geometry in XYZ format:
```
81
C15H50MnO15 | the OMol25 dataset | wB97M-V/def2-TZVPD
Mn -0.07235 -0.55423 -2.60265
C 0.02226 -0.21238 1.57279
C 0.16079 -0.28745 -0.01093
O 0.27347 -1.35954 -0.61258
O 0.03539 0.68418 -0.74205
H -0.93177 -0.64741 1.87058
H 0.14470 0.81110 1.92719
H 0.75768 -0.80195 2.12021
C 0.49739 -3.35315 -5.57368
C 0.11849 -2.36103 -4.50247
O 0.38004 -2.59018 -3.32793
O -0.50326 -1.27678 -4.73757
H -0.35196 -4.02901 -5.67325
H 1.38922 -3.93412 -5.33871
H 0.68442 -2.75564 -6.46592
C 2.79323 -2.90964 5.57582
O 1.77418 -2.16035 4.91971
H 3.03687 -2.47710 6.54620
H 2.49520 -3.95452 5.66238
H 3.69279 -2.76780 4.97684
H 1.66118 -2.57425 4.06091
C 3.08048 2.39090 1.38169
O 2.93083 3.77969 1.47141
H 2.28621 1.93109 0.79363
H 4.03798 2.14003 0.92521
H 3.16314 2.00991 2.39958
H 2.06922 3.95895 1.85495
C 4.29433 -1.29898 2.19161
O 5.03683 -0.79535 1.03770
H 4.86053 -1.19485 3.11717
H 3.49102 -0.57740 2.34033
H 3.89180 -2.30672 2.08895
H 5.58089 -1.46081 0.61018
C -0.57410 3.94666 2.81913
O 0.12115 4.33212 1.64747
H -0.42454 2.88843 3.03333
H -0.31996 4.64166 3.61944
H -1.64686 4.03791 2.64898
H -0.29652 3.78185 0.98087
C 0.12417 -4.81217 -0.27366
O -0.01708 -3.85992 0.76139
H 0.49271 -4.32167 -1.17460
H 0.77814 -5.61129 0.07537
H -0.86387 -5.21664 -0.49340
H -0.03497 -2.98496 0.36675
C 2.25114 3.30826 -2.17630
O 1.32875 3.39429 -3.19718
H 2.24018 2.27733 -1.82252
H 3.25840 3.56713 -2.50268
H 1.90518 3.87099 -1.30927
H 1.31154 4.27679 -3.57466
C -2.77691 -1.93530 3.76642
O -3.27068 -0.63397 3.56546
H -2.02221 -2.30283 3.07110
H -2.29941 -1.99088 4.74468
H -3.56112 -2.69231 3.75899
H -3.53498 -0.37054 4.44997
C -2.23935 3.43004 -1.28201
O -1.39861 2.96900 -0.18011
H -1.74583 3.25485 -2.23796
H -3.15413 2.83755 -1.26678
H -2.42994 4.50277 -1.25026
H -0.99601 2.12214 -0.38586
C -2.71014 -1.93715 -2.02476
O -2.19266 -0.67224 -2.47971
H -3.11833 -2.45407 -2.89325
H -1.92482 -2.59975 -1.66098
H -3.41555 -1.93577 -1.19380
H -2.94274 -0.18465 -2.82792
C -0.72097 1.71311 -4.88294
O -0.21485 1.37336 -3.61548
H -1.67504 1.27396 -5.17447
H -0.91773 2.78276 -4.95540
H 0.04830 1.48526 -5.62078
H 0.36467 2.08975 -3.34613
C -3.92286 0.82512 0.54760
O -4.33275 -0.46438 1.02261
H -2.86832 1.04582 0.71292
H -4.17874 0.86723 -0.51110
H -4.39628 1.68223 1.02651
H -3.86641 -0.66310 1.83786
```

Computed properties:
LUMO level (spin up / spin down) (eV): 0.31 / 0.25
Kohn-Sham gap (spin up / spin down) (eV): 9.1018 / 9.6616
Energy relative to the best compared isomer or geometry (same formula, charge and spin) (kJ/mol): 116.59
HOMO energy (spin up / spin down) (eV): -8.793 / -9.411
Multiplicity: 6


no.,electronic energy (eV)
1,-47041.2157
2,-34760.4471
3,-56970.9873
4,-78397.0487